Entry 1:
69
Properties=species:S:1:pos:R:3:forces:R:3 method="wB97M-V/def2-TZVPD" s2=6.06 spin_multiplicity=5 gap_ev="3.78 / 4.22" e_homo_ev="-10.6 / -13.8" lumo_ev="-6.874 / -9.611" charge=+2 fmax_ha_per_bohr=0.0085
Rh 0.0640 -0.0016 0.0033 -0.17 0.21 -0.06
C 1.2519 4.6138 5.2191 0.01 0.03 0.03
C 2.1708 3.7862 4.3015 0.03 -0.09 0.06
C 2.2170 4.4629 2.9345 0.00 0.00 -0.05
C 3.5941 3.7321 4.8925 -0.04 0.06 0.02
C 1.6296 2.3692 4.2272 0.01 -0.04 0.44
C 1.4590 1.6547 5.4803 0.04 0.18 -0.12
C 0.8844 0.4105 5.5805 0.01 0.09 0.00
C 0.4510 -0.1766 4.4031 0.06 0.17 -0.19
S -0.3949 -1.6489 4.2066 0.03 -0.04 -0.03
C -0.4373 -1.3701 2.5018 0.04 0.04 0.07
N 0.1830 -0.2354 2.0949 -0.05 -0.05 -0.02
C 0.6644 0.4694 3.1299 0.08 -0.04 0.19
C 1.2791 1.7459 3.0664 -0.15 -0.18 -0.04
C -1.0978 -2.1730 1.5654 -0.06 -0.16 -0.15
C -1.8251 -3.3344 1.9335 0.10 0.14 0.00
C -2.5206 -4.0107 0.9713 -0.05 0.00 -0.16
C -2.5077 -3.5287 -0.3470 0.00 0.01 -0.02
C -1.7830 -2.3906 -0.7240 -0.14 -0.14 0.02
C -1.0465 -1.7011 0.2137 0.20 0.02 0.25
H 1.6796 5.6100 5.3394 -0.03 -0.02 0.00
H 1.1455 4.1853 6.2172 0.02 0.03 -0.04
H 0.2549 4.7241 4.7868 0.03 -0.02 0.00
H 2.5029 5.5068 3.0654 0.01 -0.03 -0.01
H 1.2440 4.4526 2.4334 0.04 0.00 0.04
H 2.9610 4.0057 2.2808 0.00 -0.03 -0.04
H 4.0263 4.7339 4.8695 -0.01 -0.04 0.02
H 4.2437 3.0696 4.3157 -0.03 0.03 0.00
H 3.5986 3.3993 5.9327 0.00 0.00 -0.06
H 1.7835 2.1391 6.3929 0.01 -0.01 -0.07
H 0.7520 -0.0731 6.5397 0.02 0.03 -0.03
H 1.3938 2.2291 2.1069 0.00 -0.02 -0.04
H -1.8435 -3.6786 2.9615 0.02 0.03 -0.01
H -3.0885 -4.8957 1.2231 0.01 0.01 -0.04
H -3.0816 -4.0542 -1.1014 0.02 0.01 0.02
H -1.8298 -2.0647 -1.7523 0.01 0.00 -0.04
Br -0.9226 0.6083 -6.5230 -0.03 0.00 -0.17
C -0.6614 0.4103 -4.6860 0.11 -0.20 -0.08
C -0.0717 -0.7870 -4.2013 -0.06 0.06 -0.11
C 0.1260 -0.8885 -2.8613 -0.14 0.08 0.24
N -0.2268 0.0784 -1.9808 0.08 -0.04 -0.22
C -0.8050 1.2478 -2.4371 0.13 -0.23 -0.13
C -1.0162 1.4037 -3.8325 -0.07 0.19 0.24
C -1.1367 2.1995 -1.4561 -0.08 0.23 0.22
C -1.8101 3.4205 -1.7107 0.10 -0.17 -0.09
C -2.1702 4.2187 -0.6723 -0.06 0.10 0.08
Br -3.0769 5.8170 -0.9918 -0.07 0.15 -0.01
C -1.8901 3.8477 0.6710 0.02 0.01 -0.01
C -1.2267 2.6809 0.8694 0.15 -0.09 -0.14
N -0.8141 1.8753 -0.1433 -0.08 -0.13 0.02
H 0.2233 -1.5839 -4.8678 -0.01 0.04 0.01
H 0.5888 -1.7711 -2.4388 -0.02 -0.03 0.06
H -1.4525 2.3158 -4.2144 -0.01 -0.04 0.02
H -2.0610 3.7053 -2.7225 0.03 -0.01 0.03
H -2.1958 4.4640 1.5031 -0.02 -0.01 -0.04
H -0.9890 2.3552 1.8725 -0.01 -0.07 0.01
C 3.7944 -0.8119 0.1987 -0.01 -0.05 -0.04
As 2.5350 0.4369 -0.5644 -0.17 -0.18 0.09
C 3.2582 2.1509 -0.0448 -0.05 0.06 0.03
C 2.9578 0.3715 -2.4448 0.03 -0.01 -0.01
H 4.8025 -0.4517 0.0015 0.05 -0.03 0.01
H 3.6579 -1.7828 -0.2737 0.02 -0.03 0.03
H 3.6435 -0.9082 1.2711 -0.01 0.02 0.03
H 4.1229 2.3475 -0.6757 0.04 0.06 0.01
H 3.5733 2.1066 0.9945 0.01 0.02 0.06
H 2.5180 2.9370 -0.1785 0.00 0.03 -0.02
H 4.0114 0.6309 -2.5412 0.01 0.00 -0.06
H 2.3469 1.0854 -2.9939 0.00 0.01 0.00
H 2.7899 -0.6265 -2.8429 0.03 0.04 0.02

=====

Entry 2:
79
Properties=species:S:1:pos:R:3:forces:R:3 method="wB97M-V/def2-TZVPD" s2=2.01 spin_multiplicity=3 gap_ev="8.49 / 8.95" e_homo_ev="-8.4 / -8.9" lumo_ev="0.115 / 0.035" fmax_ha_per_bohr=0.0735
V -0.4154 -0.4878 0.5879 -0.64 -0.52 -3.07
C -1.1420 -3.6056 2.2280 0.02 0.09 -0.05
C 0.0392 -3.4771 1.3252 0.07 0.17 -0.21
C 0.9567 -4.4772 0.9977 -0.02 -0.11 0.07
C 1.8562 -3.8868 0.1342 0.10 -0.12 -0.02
N 1.4978 -2.6157 -0.0428 -0.27 0.32 0.09
N 0.3766 -2.3429 0.6809 0.39 -1.36 0.29
B 2.1668 -1.5392 -0.9394 -0.08 0.06 0.10
N 2.4787 -0.3074 -0.0548 -0.15 -0.15 0.07
C 3.5899 0.4228 0.0823 -0.05 0.01 -0.04
C 3.3248 1.4524 0.9596 0.09 0.08 0.07
C 1.9913 1.2859 1.3351 -0.13 0.05 -0.06
C 1.1941 2.1635 2.2439 -0.02 -0.05 -0.11
N 1.4778 0.2193 0.7138 1.10 0.18 -0.13
N 1.1236 -1.1252 -2.0106 -0.03 -0.09 0.07
C 1.2860 -0.7258 -3.2786 0.03 0.01 0.06
C 0.0391 -0.5108 -3.8255 -0.01 0.06 -0.10
C -0.8551 -0.7727 -2.7859 -0.08 -0.04 0.05
C -2.3480 -0.7209 -2.8389 0.01 0.08 0.01
N -0.1967 -1.1281 -1.6801 0.36 0.15 -0.08
N 3.3992 -2.1598 -1.5749 0.03 0.24 0.06
C 3.4992 -2.8647 -2.7316 -0.09 -0.01 0.14
C 4.7360 -3.4518 -2.7575 0.16 -0.08 -0.01
C 5.3458 -3.0585 -1.5430 0.10 -0.07 0.05
C 6.7031 -3.4274 -1.0231 -0.07 0.02 -0.03
N 4.5355 -2.2934 -0.8317 -0.15 -0.03 -0.31
H -1.2148 -4.6342 2.5780 0.00 0.02 -0.01
H -1.0541 -2.9509 3.0936 0.04 0.06 0.04
H -2.0624 -3.3466 1.7062 -0.01 0.01 -0.02
H 0.9599 -5.4944 1.3566 0.00 0.10 -0.03
H 2.7312 -4.2860 -0.3574 -0.07 0.05 0.05
H 4.4941 0.1474 -0.4343 -0.07 -0.02 0.03
H 4.0011 2.2257 1.2907 -0.08 -0.09 -0.03
H 1.8059 3.0072 2.5565 0.00 0.03 -0.01
H 0.3011 2.5429 1.7418 0.02 -0.04 0.02
H 0.8729 1.6277 3.1362 0.02 -0.02 0.02
H 2.2703 -0.6065 -3.7038 -0.07 -0.05 0.03
H -0.1957 -0.1941 -4.8301 0.02 -0.04 0.10
H -2.6772 -0.5095 -3.8546 -0.01 -0.01 0.01
H -2.7869 -1.6793 -2.5480 0.00 0.00 -0.01
H -2.7442 0.0733 -2.2014 0.01 0.01 0.02
H 2.6833 -2.9199 -3.4353 0.06 0.02 0.07
H 5.1522 -4.0731 -3.5377 -0.05 0.08 0.11
H 7.3314 -3.8149 -1.8252 -0.02 0.02 0.03
H 7.1959 -2.5620 -0.5790 -0.03 -0.03 -0.03
H 6.6278 -4.1961 -0.2510 0.00 0.02 -0.04
Br -3.1179 4.3108 1.5454 0.02 0.01 0.06
C -2.7779 3.1646 3.0234 -0.04 -0.03 -0.04
C -3.1821 3.5658 4.2900 -0.01 0.02 0.06
C -2.9196 2.7033 5.3384 -0.05 0.05 0.09
C -2.2794 1.4994 5.0848 -0.03 0.02 0.17
C -1.9292 1.2115 3.7807 0.11 -0.04 -0.24
N -2.1762 2.0315 2.7591 0.02 0.03 -0.06
C -1.2312 -0.1016 3.4974 0.16 0.28 -0.92
O -1.1176 -0.9143 4.3743 0.12 -0.56 0.42
O -0.7790 -0.2611 2.2699 -0.90 0.68 3.61
H -3.6815 4.5123 4.4349 0.02 0.00 0.00
H -3.2151 2.9665 6.3475 0.02 0.00 -0.06
H -2.0475 0.7873 5.8639 -0.02 0.02 -0.02
Br -4.3293 6.0358 -3.7641 0.00 0.01 0.00
C -3.1976 4.7649 -2.9298 0.02 0.00 0.01
C -1.8253 4.8600 -3.1041 0.08 -0.03 0.02
C -1.0047 3.9164 -2.5028 0.02 0.05 -0.11
C -1.5462 2.8964 -1.7301 -0.18 -0.07 0.11
C -2.9224 2.8352 -1.5518 -0.07 0.08 -0.04
C -3.7606 3.7641 -2.1564 0.05 -0.09 0.05
C -0.6145 1.8815 -1.1213 -0.36 -0.15 0.27
O 0.5557 1.8905 -1.4361 0.20 -0.14 0.10
O -1.1872 1.0269 -0.2864 0.02 0.90 -0.63
H -1.4074 5.6604 -3.7016 -0.02 -0.06 0.03
H 0.0711 3.9503 -2.6274 -0.07 0.02 0.00
H -3.3404 2.0711 -0.9108 0.01 -0.02 -0.05
H -4.8337 3.7184 -2.0211 0.05 -0.01 0.00
C -3.6442 -0.4441 0.9179 0.11 -0.03 0.06
O -2.6092 -1.2946 0.3942 0.47 0.18 0.00
H -4.6082 -0.7132 0.4923 -0.06 -0.06 -0.08
H -3.4184 0.6045 0.7329 0.06 0.02 0.00
H -3.6778 -0.6133 1.9907 0.02 -0.04 0.03
H -2.5976 -1.2092 -0.5661 -0.20 -0.04 -0.08

=====

It is found that the energy above the lowest of the compared OMol25 structures with the same formula, charge and spin values, taken in the order of the records, are 0.295; 0.504 eV.